(1)
{
  "formula": "C34H31N6O6PtS",
  "method": "wB97M-V/def2-TZVPD",
  "homo_energy_ha": [-0.3892, -0.3926],
  "total_charge": 1,
  "homo_lumo_gap_ev": [5.3, 5.4],
  "elements": ["Pt", "C", "C", "C", "C", "C", "C", "C", "N", "N", "C", "C", "C", "C", "C", "C", "N", "C", "C", "C", "C", "C", "C", "N", "H", "H", "H", "H", "H", "H", "H", "H", "H", "H", "H", "H", "H", "H", "H", "H", "H", "H", "H", "H", "O", "S", "O", "O", "O", "O", "C", "N", "C", "C", "O", "N", "C", "C", "C", "C", "C", "C", "C", "C", "C", "C", "C", "C", "H", "H", "H", "H", "H", "H", "H", "H", "H", "H", "H"],
  "positions_angstrom": [[0.21944, 0.80017, -1.25069], [2.68540, -0.18429, 0.40174], [3.02386, -1.14262, -0.74492], [1.95652, -1.90248, -1.46219], [2.41346, -2.78042, -2.60067], [1.32094, -3.52042, -3.28856], [0.03777, -3.40572, -2.86105], [-0.20338, -2.54033, -1.79050], [0.70020, -1.81633, -1.09801], [2.16581, 1.13920, -0.01908], [1.64033, 1.92228, 1.10584], [0.57809, 2.95589, 0.72856], [0.45058, 4.11449, 1.47887], [-0.56618, 5.00619, 1.17674], [-1.42416, 4.73014, 0.12430], [-1.23752, 3.56051, -0.58819], [-0.26446, 2.70456, -0.28039], [3.15299, 1.86100, -0.83050], [2.70687, 2.12609, -2.24147], [3.63884, 2.46296, -3.20782], [3.20671, 2.75094, -4.48776], [1.84860, 2.72688, -4.76048], [0.98578, 2.37190, -3.75020], [1.39632, 2.07703, -2.50698], [3.61345, -0.03866, 0.97080], [1.95020, -0.62904, 1.06731], [3.68520, -1.91382, -0.32756], [3.62926, -0.67826, -1.53230], [3.06566, -3.55341, -2.14996], [1.60485, -4.14081, -4.12700], [-0.78299, -3.92007, -3.33702], [-1.22587, -2.39935, -1.44897], [2.45491, 2.43543, 1.62917], [1.18748, 1.21848, 1.80780], [1.13959, 4.30766, 2.29000], [-0.68540, 5.91076, 1.75783], [-2.22695, 5.40171, -0.14248], [-1.88298, 3.27328, -1.40813], [4.09003, 1.30267, -0.86906], [3.39023, 2.81192, -0.34166], [4.69193, 2.46701, -2.96224], [3.91994, 2.97033, -5.26987], [1.46472, 2.94551, -5.74553], [-0.08250, 2.32003, -3.91606], [1.68296, -2.06894, -5.40078], [2.31002, -1.10488, -4.53362], [3.23199, -2.09130, -3.49133], [1.38724, -0.49254, -3.58446], [3.32372, -0.26138, -5.07722], [-2.70672, 0.48998, -1.30436], [-2.32354, 0.07812, -0.22549], [-3.07861, -0.41956, 0.78191], [-2.27185, -0.92858, 1.87557], [-0.85733, -0.57987, 1.35607], [0.15398, -0.80226, 1.99292], [-0.97344, 0.04720, 0.15746], [-2.44831, -2.43666, 2.01898], [-3.51472, -2.93542, 2.75756], [-3.73714, -4.30202, 2.83948], [-2.88857, -5.18736, 2.19273], [-1.81759, -4.69840, 1.45860], [-1.60138, -3.33126, 1.37195], [-2.50239, -0.17514, 3.17977], [-1.85961, -0.60203, 4.33911], [-2.02128, 0.09726, 5.52240], [-2.82630, 1.22911, 5.56433], [-3.46268, 1.66037, 4.41230], [-3.29634, 0.96340, 3.22111], [-4.05547, -0.62207, 0.65276], [-4.17456, -2.25177, 3.27822], [-4.57172, -4.67615, 3.41714], [-3.05477, -6.25346, 2.26856], [-1.14268, -5.38585, 0.96451], [-0.74580, -2.96213, 0.82073], [-1.22882, -1.48089, 4.31028], [-1.51871, -0.24205, 6.41853], [-2.95677, 1.76843, 6.49304], [-4.09471, 2.53837, 4.43513], [-3.79163, 1.31074, 2.32447]],
  "forces_ev_per_angstrom": [[-0.2, 2.1, 0.3], [0.0, 0.0, 0.0], [0.0, 0.0, -0.1], [-0.3, 0.5, -0.1], [0.0, -0.1, 0.0], [-0.1, 0.1, -0.2], [0.2, -0.1, 0.2], [-0.3, 0.1, 0.0], [0.5, -0.4, 0.0], [0.5, -0.5, 0.1], [0.0, 0.0, -0.1], [0.1, 0.0, 0.0], [0.0, 0.0, -0.1], [0.0, 0.0, 0.0], [0.0, 0.0, 0.0], [-0.1, -0.1, 0.0], [0.4, -0.3, 0.1], [-0.1, 0.1, 0.1], [0.1, 0.3, 0.1], [-0.1, 0.1, 0.0], [0.0, 0.0, -0.1], [0.0, 0.1, 0.0], [-0.3, 0.2, 0.1], [0.1, -1.2, -0.6], [0.0, 0.0, 0.0], [0.0, 0.0, 0.0], [0.0, 0.0, 0.0], [0.0, 0.0, 0.0], [-0.2, -0.1, 0.1], [0.0, 0.0, 0.0], [0.0, 0.0, 0.0], [0.0, 0.0, -0.1], [0.0, 0.0, 0.0], [0.0, 0.0, 0.0], [0.0, 0.0, 0.0], [0.0, 0.0, 0.0], [0.0, 0.0, 0.0], [0.0, 0.0, 0.0], [0.0, 0.0, 0.1], [0.0, 0.0, -0.1], [0.0, 0.0, 0.0], [0.0, 0.0, 0.0], [0.0, 0.0, 0.0], [0.0, -0.1, 0.0], [-0.1, 0.0, 0.0], [0.4, -0.3, 0.0], [0.2, 0.2, -0.1], [0.0, 0.0, 0.1], [-0.1, 0.1, 0.0], [0.0, 0.1, -0.1], [0.1, 0.0, 0.1], [-0.1, 0.0, 0.0], [-0.1, 0.0, 0.0], [0.0, 0.3, 0.0], [0.1, -0.1, 0.0], [-0.9, -0.8, -0.1], [0.1, 0.0, 0.0], [-0.1, 0.0, 0.0], [0.0, 0.0, 0.0], [0.0, 0.0, 0.0], [-0.1, 0.0, 0.0], [0.0, 0.0, 0.0], [0.0, 0.1, 0.0], [0.0, 0.0, 0.0], [0.0, 0.0, 0.0], [0.0, 0.0, 0.0], [0.0, 0.0, 0.0], [0.0, 0.0, 0.0], [0.0, 0.0, 0.0], [0.0, 0.0, 0.0], [0.0, 0.0, 0.0], [0.0, 0.0, 0.0], [0.0, 0.0, 0.0], [0.0, 0.0, 0.1], [0.0, 0.0, 0.0], [0.0, 0.0, 0.0], [0.0, 0.0, 0.0], [0.0, 0.0, 0.0], [0.0, 0.0, 0.0]]
}

(2)
{
  "formula": "C27H37N2O4S",
  "method": "wB97M-V/def2-TZVPD",
  "homo_energy_ha": -0.3601,
  "total_charge": 1,
  "homo_lumo_gap_ev": 4.7,
  "elements": ["C", "C", "O", "C", "C", "S", "C", "C", "O", "H", "H", "H", "H", "H", "H", "H", "H", "H", "H", "H", "H", "C", "C", "N", "C", "C", "C", "C", "C", "C", "C", "C", "C", "N", "C", "C", "O", "C", "C", "C", "C", "C", "C", "C", "C", "O", "H", "H", "H", "H", "H", "H", "H", "H", "H", "H", "H", "H", "H", "H", "H", "H", "H", "H", "H", "H", "H", "H", "H", "H", "H"],
  "positions_angstrom": [[4.20594, 0.19025, -3.89317], [4.65903, -0.11928, -2.48171], [3.63110, 0.31390, -1.56636], [4.03793, 0.27597, -0.26327], [3.07533, 0.90793, 0.61521], [3.41807, 1.03957, 2.25186], [5.12182, 1.66116, 2.26873], [2.57809, 2.56155, 2.79879], [5.11203, -0.23593, 0.07046], [4.97352, -0.16318, -4.58926], [3.26216, -0.30655, -4.14840], [4.08937, 1.27039, -4.04233], [4.82674, -1.19851, -2.36599], [5.59918, 0.40955, -2.27449], [2.09640, 1.15555, 0.23405], [5.74379, 0.87769, 1.82738], [5.15538, 2.58932, 1.68815], [5.36985, 1.84041, 3.32184], [1.49566, 2.40022, 2.78050], [2.90652, 2.74046, 3.83072], [2.87808, 3.38532, 2.14322], [-0.45676, -1.78255, -6.80886], [0.08657, -1.59924, -5.39844], [-0.74517, -2.34778, -4.45962], [-0.47978, -2.03040, -3.10553], [0.38723, -2.81496, -2.32409], [0.68617, -2.42070, -1.03668], [-0.00271, -1.34006, -0.42406], [0.25805, -1.05067, 0.93471], [-0.66778, -0.48313, 1.83636], [-2.08008, -0.47684, 1.61899], [-2.93862, 0.11956, 2.52789], [-2.41496, 0.83214, 3.62764], [-3.22832, 1.59728, 4.48600], [-3.07398, 3.03984, 4.30448], [-3.83753, 3.80909, 5.37340], [-5.15401, 3.29873, 5.58176], [-5.17436, 1.89901, 5.87294], [-4.58496, 1.10265, 4.71849], [-1.02119, 0.82012, 3.86437], [-0.18310, 0.10180, 3.04330], [-0.90624, -0.57577, -1.22223], [-1.08611, -0.87923, -2.55684], [-0.86726, -3.77282, -4.78317], [-1.48299, -3.84962, -6.17342], [-0.68251, -3.15494, -7.13377], [-1.38899, -1.19292, -6.90806], [0.29378, -1.45583, -7.54575], [1.13449, -1.96510, -5.35896], [0.06402, -0.54166, -5.10908], [0.84755, -3.70189, -2.76253], [1.40763, -2.98040, -0.44319], [1.23213, -1.34294, 1.32424], [-2.49643, -0.95018, 0.72847], [-4.01702, 0.11554, 2.36082], [-2.00566, 3.27887, 4.36051], [-3.45351, 3.35759, 3.31023], [-3.25292, 3.79125, 6.31309], [-4.00592, 4.84221, 5.03561], [-4.60991, 1.67146, 6.79923], [-6.24277, 1.66964, 5.99476], [-5.21713, 1.22128, 3.81837], [-4.52705, 0.03874, 4.98394], [-0.63827, 1.36568, 4.72787], [0.87966, 0.01333, 3.27399], [-1.44339, 0.26167, -0.77771], [-1.74010, -0.28833, -3.20216], [0.12237, -4.26841, -4.77363], [-1.52406, -4.25442, -4.04686], [-1.49455, -4.88782, -6.53868], [-2.50955, -3.43464, -6.13409]],
  "forces_ev_per_angstrom": [[0.0, 0.1, -0.1], [0.0, -0.1, -0.4], [0.5, -0.1, 0.1], [-0.3, 0.1, 0.9], [0.1, -0.6, -1.9], [0.5, 0.3, 0.9], [-0.1, 0.1, 0.5], [0.2, -0.2, -0.1], [-0.7, 0.4, -0.2], [-0.1, 0.0, 0.1], [0.1, 0.1, 0.1], [0.0, -0.2, 0.0], [0.0, 0.3, 0.1], [-0.3, -0.2, 0.1], [0.0, 0.3, 0.2], [-0.2, 0.2, 0.1], [0.0, -0.3, 0.0], [0.0, -0.1, -0.2], [0.3, 0.0, -0.1], [-0.1, -0.1, -0.3], [-0.1, -0.2, 0.1], [-0.1, -0.1, -0.3], [0.2, -0.2, -0.3], [-0.2, 0.0, 1.1], [0.0, 0.0, -0.4], [-0.1, 0.0, 0.1], [-0.1, 0.0, 0.1], [0.1, 0.0, -0.5], [-0.5, -0.3, -0.1], [-0.3, 0.2, 0.3], [0.0, 0.2, 0.1], [0.2, -0.1, -0.1], [-0.2, 0.5, 0.2], [0.6, -1.1, -0.4], [-0.3, 0.3, -0.2], [-0.2, 0.0, 0.3], [0.5, -0.4, -0.1], [-0.2, 0.4, -0.1], [-0.1, 0.3, -0.3], [0.1, 0.0, -0.1], [-0.1, 0.2, -0.1], [0.0, -0.1, -0.1], [0.1, -0.1, 0.2], [0.4, 0.2, -0.1], [0.2, -0.1, -0.4], [-0.1, 0.2, 0.6], [0.3, -0.3, -0.1], [-0.4, 0.1, 0.3], [-0.3, 0.1, 0.1], [0.1, -0.2, -0.2], [-0.1, 0.3, 0.2], [-0.1, 0.1, -0.2], [-0.1, 0.0, 0.0], [0.1, 0.0, 0.4], [0.4, -0.1, 0.0], [-0.2, 0.1, 0.0], [0.2, -0.3, 0.2], [-0.3, 0.1, -0.2], [0.3, -0.3, 0.3], [-0.3, 0.2, -0.3], [0.4, -0.1, 0.1], [0.0, 0.0, 0.3], [0.0, 0.2, -0.1], [-0.1, -0.3, -0.2], [-0.2, 0.1, 0.0], [0.3, -0.1, -0.2], [0.2, -0.2, 0.3], [-0.3, 0.0, -0.1], [0.2, 0.1, -0.2], [-0.2, 0.4, 0.2], [0.4, -0.2, -0.1]]
}

(3)
{
  "formula": "C27H55CuN5O14",
  "method": "wB97M-V/def2-TZVPD",
  "homo_energy_ha": [-0.2589, -0.2382],
  "total_charge": 0,
  "spin_multiplicity": 2,
  "homo_lumo_gap_ev": [5.2, 4.7],
  "elements": ["Cu", "C", "C", "N", "C", "C", "N", "C", "C", "H", "H", "H", "H", "H", "H", "H", "H", "H", "H", "H", "N", "O", "O", "O", "C", "C", "C", "O", "C", "C", "C", "O", "O", "O", "H", "H", "C", "O", "C", "C", "N", "C", "C", "O", "C", "H", "H", "H", "H", "H", "H", "H", "H", "H", "H", "H", "H", "H", "H", "H", "C", "O", "C", "C", "N", "C", "C", "O", "C", "H", "H", "H", "H", "H", "H", "H", "H", "H", "H", "H", "H", "H", "H", "H", "C", "O", "H", "H", "H", "H", "C", "O", "H", "H", "H", "H", "C", "O", "H", "H", "H", "H"],
  "positions_angstrom": [[-4.34608, -12.56707, -19.80700], [2.71177, -15.80054, -15.18942], [1.43901, -16.57140, -15.51356], [1.73416, -17.75495, -16.31959], [2.01355, -19.04195, -15.84103], [2.20754, -19.87709, -16.90517], [2.01068, -19.10704, -18.05432], [1.65634, -17.83092, -17.70025], [2.05111, -19.55575, -19.45985], [3.29217, -16.18920, -14.35266], [2.50023, -14.81818, -14.76717], [3.41927, -15.65475, -16.00568], [0.84247, -15.94783, -16.17945], [0.91575, -16.81565, -14.58910], [2.16997, -19.21044, -14.78579], [2.34094, -20.94822, -16.86942], [1.58833, -16.95190, -18.32405], [1.15615, -19.24662, -19.99985], [2.07169, -20.64523, -19.48644], [2.96256, -19.13060, -19.88008], [-3.36782, -17.04341, -22.00491], [-3.94418, -15.99245, -21.80528], [-2.54265, -17.08714, -22.91380], [-3.49024, -17.99947, -21.24739], [1.96486, -11.01256, -19.12889], [2.68413, -9.85481, -19.07619], [1.97831, -8.50399, -19.21881], [2.63098, -7.37639, -19.24775], [0.60912, -8.42528, -19.24855], [-0.24132, -9.60109, -19.27864], [0.47049, -11.05633, -19.19364], [-0.32782, -11.95791, -19.34661], [-1.48222, -9.62856, -19.30617], [3.96650, -9.97271, -18.93341], [2.47476, -11.96327, -19.07843], [0.15760, -7.45044, -19.35910], [-3.95727, -12.34223, -23.53202], [-4.84964, -11.90619, -22.47835], [-6.02646, -11.23381, -22.96084], [-7.01354, -10.88272, -21.92949], [-7.16906, -11.84017, -20.85757], [-7.82253, -13.09430, -21.25072], [-8.06563, -13.96121, -20.01270], [-6.79655, -14.25850, -19.43515], [-6.87694, -15.19696, -18.36774], [-3.45518, -11.59586, -24.14759], [-4.51615, -13.05757, -24.13538], [-3.10950, -12.87922, -23.10655], [-6.49025, -11.86141, -23.72184], [-5.75708, -10.31374, -23.47951], [-7.97505, -10.54832, -22.31906], [-6.71569, -9.95791, -21.43540], [-7.88072, -11.37649, -20.31109], [-7.34825, -13.68063, -22.03773], [-8.82687, -12.96302, -21.65340], [-8.62033, -14.83385, -20.35754], [-8.77696, -13.46629, -19.35151], [-5.87910, -15.40812, -17.98325], [-7.36608, -16.11110, -18.70417], [-7.38221, -14.77611, -17.49844], [-1.29962, -25.10924, -23.82039], [-1.40359, -23.80958, -23.26428], [-2.45723, -22.97476, -23.64640], [-2.31046, -22.40582, -25.06142], [-3.37920, -21.44505, -25.36018], [-3.30342, -21.00582, -26.80319], [-4.50494, -20.17781, -27.22573], [-4.28162, -19.65969, -28.49683], [-4.96987, -20.29913, -29.56569], [-0.30306, -25.48400, -23.58686], [-1.43908, -25.21265, -24.89647], [-2.08921, -25.80610, -23.53927], [-2.37735, -22.13707, -22.95358], [-3.43386, -23.40169, -23.41831], [-2.35083, -23.16725, -25.84033], [-1.36350, -21.87532, -25.16111], [-3.24816, -20.66833, -24.72802], [-3.35277, -21.85498, -27.48479], [-2.36257, -20.50407, -27.02931], [-4.65055, -19.33237, -26.55332], [-5.38213, -20.82124, -27.15755], [-4.70777, -19.75630, -30.47384], [-6.04171, -20.29135, -29.36772], [-4.55389, -21.30602, -29.60069], [-3.92269, -21.38321, -16.73450], [-4.91195, -21.27473, -17.72993], [-4.04415, -22.34381, -16.23389], [-2.95064, -21.41842, -17.22642], [-3.88854, -20.53737, -16.04786], [-4.60265, -20.56584, -18.29862], [-9.06481, -20.31247, -22.11522], [-8.78275, -20.07275, -23.47600], [-9.98939, -19.84695, -21.77385], [-9.19893, -21.39353, -22.15281], [-8.18360, -20.02916, -21.53962], [-7.84006, -20.24174, -23.54215], [2.28210, -14.91192, -24.71133], [2.07002, -16.17574, -24.19026], [1.69885, -14.76486, -25.62034], [2.02907, -14.10109, -24.02822], [3.32210, -14.83399, -25.02825], [1.13164, -16.18520, -23.98789]],
  "forces_ev_per_angstrom": [[-0.8, 0.0, -1.0], [0.7, 0.5, 1.0], [0.9, 1.0, -0.6], [-0.5, -2.2, -1.8], [0.5, 1.0, -0.5], [-0.7, 1.3, 0.0], [-1.2, 1.2, 0.7], [1.7, -1.6, 2.6], [0.2, -0.1, 0.2], [0.0, -0.8, -0.1], [-0.5, 0.2, -0.5], [-0.4, -0.1, -0.2], [-0.4, 0.0, 0.4], [-0.2, -0.3, -0.4], [-0.3, -0.1, -0.1], [0.2, 0.2, -0.4], [-0.3, -0.3, -0.3], [0.1, 0.2, 0.1], [0.2, 0.1, 0.1], [-0.2, -0.2, -0.3], [1.8, 0.0, 0.0], [-2.0, 2.2, 0.7], [1.0, -0.5, -1.6], [-0.7, -1.5, 1.1], [-4.6, -1.9, 0.0], [4.6, 0.3, 0.4], [3.8, 3.2, 0.4], [-1.4, -3.4, 0.0], [-2.4, -0.6, -0.5], [-0.7, -1.7, 0.8], [1.4, 2.7, -1.0], [0.4, -1.3, 0.4], [1.6, 0.9, -0.1], [-3.1, 1.4, -0.4], [0.2, 0.0, 0.0], [0.0, 0.1, 0.1], [-0.2, -0.8, 0.3], [0.3, 0.7, 0.3], [1.0, -0.7, -1.7], [0.1, 1.3, 1.5], [-0.3, -0.7, -0.2], [-0.7, -0.7, 0.5], [0.7, 0.2, -1.0], [-0.4, 0.0, 0.4], [0.2, 0.3, 0.1], [-0.7, 0.7, 0.1], [0.1, 0.1, -0.3], [-0.4, -0.2, 0.5], [0.0, -0.4, -0.1], [0.2, 0.1, -0.1], [-0.2, -0.5, -0.9], [0.5, 0.1, 0.2], [0.2, -0.1, 0.9], [0.8, 0.3, 0.3], [-0.4, 0.6, -0.2], [0.4, -0.6, 0.1], [0.3, 0.3, 0.6], [0.1, -0.1, -0.5], [0.0, -0.1, 0.1], [-0.5, 0.1, -0.1], [-0.4, -0.1, -0.6], [0.7, -0.9, 0.0], [0.0, 0.8, -0.1], [-0.6, 0.3, -0.2], [-0.2, -0.5, -1.4], [-0.2, -0.3, 1.2], [0.3, 0.1, 1.0], [-0.1, 0.8, -0.9], [0.9, 0.0, 0.9], [-0.2, -0.1, 0.2], [0.4, 0.9, -0.5], [-0.1, 0.0, 1.1], [0.0, 0.2, 0.0], [-0.2, -0.3, -0.5], [0.1, -0.2, 0.1], [0.5, -0.3, 0.2], [-0.1, 0.5, -0.2], [0.3, -0.6, 0.4], [0.1, 0.4, 0.0], [-0.1, 0.1, 0.2], [-0.3, 0.0, -0.1], [-0.2, -0.1, 0.0], [-0.1, -0.1, -0.3], [-0.5, -0.4, -0.5], [0.7, -0.4, -0.4], [-0.2, 0.3, 0.1], [-0.2, 0.2, 0.3], [0.4, -0.1, 0.1], [-0.3, -0.1, 0.3], [-0.3, 0.1, -0.4], [0.3, -1.2, -0.4], [0.1, 1.1, -0.8], [0.2, 0.3, -0.2], [-0.2, -0.2, 1.3], [-0.4, 0.0, 0.6], [0.0, 0.1, -0.5], [0.5, 1.0, -1.1], [-0.4, -0.8, 0.6], [-0.2, 0.1, -0.2], [0.1, 0.0, 0.2], [0.1, 0.1, 0.3], [-0.2, -0.5, 0.2]]
}